155
Properties=species:S:1:pos:R:3:forces:R:3:mulliken_charge:R:1 method="wB97M-V/def2-TZVPD" total_energy_ha=-4428.0234 lumo_ev=-10.513 e_homo_ev=-18.3 orbital_gap_ha=0.286 charge=+5
C -9.346 -15.368 -13.570 -0.40 -0.20 0.41 -0.317
C -9.388 -16.627 -12.713 0.28 -0.87 -0.62 -1.405
C -10.453 -17.675 -13.104 0.18 -0.50 1.06 -0.801
C -10.407 -18.227 -14.529 0.42 0.39 -0.76 -1.339
P -11.980 -18.759 -15.279 0.92 -0.32 0.22 0.830
C -13.218 -17.481 -14.972 0.05 0.03 -0.60 -1.253
C -12.752 -16.098 -15.470 -0.05 -0.11 0.31 -0.456
C -13.688 -14.986 -15.012 -0.29 0.35 -1.08 -0.265
C -13.355 -13.645 -15.678 0.86 -0.15 0.56 -1.412
C -12.434 -20.395 -14.664 0.05 0.34 0.06 -0.804
C -12.952 -20.416 -13.226 -0.91 -0.14 -0.07 -0.403
C -13.399 -21.820 -12.785 0.60 0.04 -0.29 -0.663
C -12.266 -22.843 -12.751 0.17 0.00 0.66 -1.205
C -11.720 -18.854 -17.066 -0.18 0.61 0.30 -1.075
C -10.673 -19.846 -17.566 -0.47 -0.63 0.64 -0.852
C -10.571 -19.905 -19.073 0.65 -0.16 -0.90 -0.488
C -9.359 -20.744 -19.525 -0.46 -0.16 0.16 -1.310
H -8.488 -14.776 -13.252 -0.08 0.24 -0.24 0.426
H -10.263 -14.804 -13.392 0.12 0.25 0.03 -0.104
H -9.322 -15.552 -14.644 0.31 -0.16 0.00 0.288
H -9.510 -16.354 -11.663 -0.27 0.02 -0.03 0.323
H -8.441 -17.179 -12.727 0.14 0.35 -0.22 0.461
H -11.438 -17.345 -12.762 -0.10 0.10 -0.44 0.477
H -10.231 -18.547 -12.480 -0.24 0.14 0.21 0.517
H -9.705 -19.061 -14.625 -0.22 -0.21 0.31 0.795
H -9.946 -17.529 -15.240 -0.39 0.27 0.07 0.703
H -13.501 -17.450 -13.921 -0.06 -0.14 -0.01 0.566
H -14.075 -17.782 -15.585 -0.22 -0.04 0.37 0.686
H -12.749 -16.102 -16.562 0.19 0.00 0.01 0.284
H -11.735 -15.900 -15.111 -0.02 0.08 -0.12 0.136
H -13.697 -14.884 -13.928 -0.14 -0.06 0.04 0.017
H -14.694 -15.209 -15.380 -0.10 -0.30 0.52 0.549
H -14.051 -12.873 -15.361 -0.04 0.09 -0.11 0.498
H -13.336 -13.734 -16.767 -0.26 -0.04 -0.02 0.483
H -12.341 -13.344 -15.372 -0.11 0.17 -0.01 0.074
H -11.564 -21.049 -14.759 0.06 0.14 -0.22 0.597
H -13.185 -20.738 -15.385 -0.09 -0.22 0.22 0.477
H -13.841 -19.776 -13.186 0.11 0.07 0.13 0.301
H -12.239 -20.027 -12.495 0.21 0.04 -0.21 0.152
H -14.168 -22.198 -13.462 -0.18 0.21 0.07 0.383
H -13.825 -21.702 -11.789 -0.17 -0.23 -0.03 0.383
H -11.585 -22.667 -11.912 -0.07 0.13 -0.02 0.309
H -11.637 -22.863 -13.641 -0.24 -0.10 -0.17 0.330
H -12.679 -23.836 -12.582 0.08 -0.06 -0.19 0.381
H -11.456 -17.825 -17.337 -0.04 -0.09 -0.22 0.557
H -12.721 -19.051 -17.467 0.13 -0.07 -0.23 0.594
H -10.969 -20.842 -17.215 0.05 -0.01 -0.07 0.335
H -9.705 -19.676 -17.084 0.06 0.27 -0.23 0.367
H -10.441 -18.917 -19.525 -0.18 0.13 0.24 0.321
H -11.470 -20.323 -19.532 -0.17 0.03 0.32 0.418
H -8.468 -20.120 -19.493 0.20 -0.26 -0.01 0.329
H -9.502 -21.148 -20.525 0.08 0.33 -0.15 0.394
H -9.234 -21.635 -18.905 0.13 0.16 0.19 0.343
C -11.021 -7.899 -9.999 0.49 0.22 -0.05 -1.590
C -12.214 -7.628 -10.883 -0.87 -0.40 -0.07 0.668
C -12.567 -6.172 -11.017 -0.67 0.34 -0.72 -1.014
O -11.492 -5.507 -11.631 0.22 -0.22 -0.18 -0.341
C -11.898 -4.313 -12.289 -0.12 0.66 -0.02 -0.805
N -12.000 -8.180 -12.267 0.79 0.01 -0.96 0.239
H -12.828 -8.230 -12.875 -0.50 0.21 0.42 0.196
H -11.326 -7.593 -12.771 0.06 0.07 0.27 0.526
H -11.648 -9.140 -12.285 0.07 0.07 0.36 -0.237
H -10.090 -7.563 -10.467 -0.12 -0.02 -0.17 0.330
H -10.906 -8.950 -9.744 -0.13 0.01 0.07 0.372
H -11.104 -7.283 -9.104 -0.17 -0.22 0.14 0.485
H -13.124 -8.147 -10.581 0.19 0.02 0.48 0.196
H -12.883 -5.738 -10.062 0.38 -0.05 0.15 0.511
H -13.460 -6.085 -11.656 0.04 -0.11 0.01 0.478
H -12.309 -3.605 -11.566 -0.03 -0.01 -0.06 0.324
H -12.641 -4.488 -13.075 -0.07 -0.25 0.17 0.344
H -11.042 -3.844 -12.768 0.20 -0.19 0.19 0.260
C -6.674 -16.083 -6.615 0.39 0.78 0.55 -1.450
C -6.830 -14.675 -7.161 1.17 0.16 -0.24 0.127
C -8.192 -14.217 -7.607 -0.38 -0.05 0.13 -0.462
O -8.116 -12.838 -7.891 -0.06 0.07 -0.08 -0.217
C -9.404 -12.296 -8.249 0.65 -0.38 0.41 -0.796
N -6.264 -13.637 -6.186 -0.34 0.05 -0.06 -0.160
H -5.247 -13.692 -6.205 0.01 0.01 0.26 0.406
H -6.569 -12.715 -6.533 0.00 -0.07 0.10 0.185
H -6.580 -13.735 -5.216 -0.02 -0.14 -0.07 0.385
H -5.651 -16.213 -6.251 0.02 -0.04 -0.16 0.435
H -6.810 -16.809 -7.411 -0.39 -0.16 0.17 0.394
H -7.303 -16.210 -5.733 -0.32 -0.44 -0.29 0.398
H -6.131 -14.545 -7.994 -0.24 -0.09 -0.16 0.248
H -8.953 -14.394 -6.838 0.02 -0.15 0.01 0.414
H -8.452 -14.789 -8.507 -0.10 -0.04 0.11 0.235
H -9.227 -11.259 -8.511 -0.15 0.02 -0.21 0.207
H -10.072 -12.347 -7.386 -0.07 0.00 -0.05 0.432
H -9.790 -12.895 -9.074 -0.19 0.30 -0.18 0.266
C -4.390 -9.026 -7.272 0.30 0.23 -0.23 -1.279
C -5.371 -9.833 -8.046 0.08 0.51 1.15 0.505
O -6.298 -10.438 -7.640 -0.08 -0.25 -0.70 -0.310
N -5.018 -9.915 -9.563 -0.58 -0.18 0.34 -0.098
H -4.473 -9.087 -9.816 0.10 -0.13 -0.01 0.427
H -4.399 -10.729 -9.614 0.04 0.07 -0.32 0.407
C -6.210 -10.043 -10.489 0.39 0.02 0.01 -0.821
H -3.424 -9.543 -7.327 0.09 0.27 -0.05 0.398
H -4.651 -8.900 -6.225 -0.31 -0.31 -0.03 0.359
H -4.296 -8.017 -7.686 0.19 -0.12 -0.15 0.417
H -6.654 -9.055 -10.543 -0.13 -0.04 -0.16 0.346
H -6.933 -10.773 -10.139 0.17 -0.01 0.35 0.198
H -5.824 -10.373 -11.448 -0.08 0.19 -0.10 0.404
C -15.609 -14.473 -9.452 -0.28 -0.05 -0.93 -1.264
C -15.091 -14.003 -10.778 0.02 -0.24 0.27 0.669
O -15.259 -14.476 -11.845 0.03 -0.01 -0.21 -0.363
N -14.158 -12.789 -10.728 0.19 -0.06 0.58 0.333
H -14.508 -12.143 -11.455 0.34 0.34 0.20 -0.044
H -14.247 -12.386 -9.794 -0.32 0.60 -0.33 0.415
C -12.749 -13.235 -10.855 0.83 -0.93 0.21 -0.482
H -16.315 -13.755 -9.033 0.18 0.13 0.14 0.405
H -14.780 -14.682 -8.777 -0.10 0.03 0.17 0.375
H -16.167 -15.372 -9.707 0.07 -0.12 0.39 0.379
H -11.919 -12.531 -10.859 -0.92 0.90 -0.18 -0.167
H -12.639 -13.824 -11.761 -0.15 -0.13 0.05 0.234
H -12.545 -13.826 -9.958 -0.18 -0.43 -0.25 0.390
C -11.436 -10.143 -16.687 0.60 0.84 -0.74 -0.329
C -12.433 -10.266 -17.805 -0.58 -0.19 0.94 0.210
O -13.570 -9.972 -17.759 0.01 0.07 -0.23 -0.366
N -11.955 -10.894 -19.124 0.91 -0.40 -0.30 -0.186
H -11.236 -10.292 -19.542 -0.38 0.21 -0.17 0.418
H -11.429 -11.755 -18.942 -0.16 0.04 0.31 0.380
C -13.064 -11.251 -20.073 -0.11 1.00 -0.30 -0.798
H -10.550 -9.603 -17.047 0.02 -0.20 -0.07 0.527
H -11.106 -11.086 -16.254 -0.29 -0.13 0.00 -0.042
H -11.874 -9.477 -15.949 -0.22 -0.35 0.20 0.105
H -13.505 -10.343 -20.481 0.01 0.11 0.30 0.351
H -13.814 -11.756 -19.477 -0.02 -0.40 -0.32 0.328
H -12.634 -11.765 -20.927 -0.08 -0.51 0.25 0.379
C -4.739 -10.468 -15.600 0.22 0.01 -0.37 -1.214
C -6.230 -10.467 -15.579 0.70 0.52 0.56 0.652
O -6.937 -9.524 -15.567 -0.45 -0.18 -0.20 -0.349
N -6.897 -11.831 -15.502 -0.79 -0.81 0.30 0.193
H -6.249 -12.577 -15.242 0.21 0.11 -0.31 0.455
H -7.613 -11.842 -14.752 0.15 0.47 0.06 -0.212
C -7.651 -12.179 -16.753 0.49 -0.20 -0.27 -0.834
H -4.391 -9.529 -15.175 -0.05 -0.02 0.12 0.362
H -4.385 -10.449 -16.638 -0.13 -0.12 -0.02 0.366
H -4.266 -11.322 -15.116 -0.13 -0.02 0.06 0.402
H -6.954 -12.214 -17.588 -0.01 0.16 -0.01 0.414
H -8.403 -11.411 -16.892 -0.05 -0.02 -0.02 0.291
H -8.080 -13.169 -16.634 -0.17 0.08 0.14 0.305
P -9.795 -11.400 -12.859 -1.17 0.53 1.55 1.915
F -10.004 -10.558 -11.479 0.32 0.13 0.13 -0.391
F -8.166 -11.214 -12.727 -0.12 0.01 -0.47 -0.528
F -9.691 -12.733 -11.949 0.40 -0.27 -0.54 -0.343
F -9.596 -12.192 -14.258 0.48 -0.21 -0.05 -0.216
F -11.382 -11.617 -12.940 0.14 -0.11 -0.49 -0.550
F -9.948 -10.005 -13.651 0.49 -0.07 -0.45 -0.495
P -15.093 -9.900 -12.752 -0.02 0.36 -0.53 1.216
F -13.606 -10.423 -12.213 0.12 0.01 0.46 -0.280
F -15.760 -10.736 -11.531 -0.08 -0.28 0.06 -0.435
F -14.980 -8.617 -11.784 0.10 -0.06 0.13 -0.356
F -16.464 -9.457 -13.337 -0.40 0.28 0.16 -0.314
F -14.274 -9.040 -13.884 0.21 -0.20 -0.20 -0.467
F -15.118 -11.217 -13.683 0.29 -0.17 0.00 -0.317